5
Properties=species:S:1:pos:R:3:forces:R:3:mulliken_spin:R:1 method="wB97M-V/def2-TZVPD" spin_multiplicity=3 fmax_ev_per_a=5.93 s2=2.013 de_lowest_kj_mol=11.0 total_charge=0 homo_ev="-7.5 / -10.6" homo_lumo_gap_ev="7.4081 / 5.5477" lumo_energy_ev="-0.05 / -5.05"
O -1.412784 -0.479472 0.899042 3.593 0.568 -1.878 0.017
P -0.085952 -0.137472 0.185401 -3.565 -0.845 4.667 0.245
Br 1.487179 -1.710801 0.208847 0.510 -0.667 0.196 0.225
Br 0.622009 1.997264 0.860966 0.086 0.127 -0.222 0.371
I -0.610453 0.330482 -2.154256 -0.623 0.817 -2.763 1.142